No. 1
An isolated molecule of C3H7NO2 at a distorted geometry, computed with ωB97M-V/def2-TZVPD.

The geometry in XYZ format:
```
13
C3H7NO2 | the Open Molecules 2025 dataset | ωB97M-V/def2-TZVPD
O 0.525 0.711 2.181
O -1.500 -1.068 -1.594
N 1.906 0.324 0.441
C -0.482 0.540 -0.043
C -0.885 -0.907 -0.337
C 0.660 0.539 1.007
H 0.025 -1.506 -0.338
H 2.657 0.832 0.857
H -2.161 -0.391 -1.715
H 2.099 -0.041 -0.452
H -1.494 -1.302 0.479
H -1.303 1.134 0.360
H -0.045 1.134 -0.845
```

Computed properties:
SMILES	NC(=O)CCO
HOMO energy	-9.92	eV
E_LUMO	0.78	eV
frontier orbital gap	10.699	eV
E	-8809.465	eV
relative energy (zero: lowest compared OMol25 entry of this formula, charge and spin)	1.064	eV

Here are the natural (NBO) charges for atoms 1 to 2, given in e: -0.57, -0.71


No. 2
A structure of composition C42H54N6O5PtS3Te at a distorted geometry, computed with ωB97M-V/def2-TZVPD.

The geometry in XYZ format:
```
112
C42H54N6O5PtS3Te | the Open Molecules 2025 dataset | ωB97M-V/def2-TZVPD
Pt 0.831 -0.338 1.813
Te -2.447 0.557 -1.779
S 0.163 -0.548 -0.565
S 3.539 2.995 8.108
S -1.935 -0.668 2.220
O -2.233 0.009 0.953
O 0.583 0.949 -3.015
O -3.098 -1.123 2.944
O -1.072 0.320 2.990
O -1.002 -1.845 1.942
N 1.617 -0.311 -1.369
N 0.807 -3.517 0.062
N 3.460 0.417 8.566
N 1.676 0.278 3.891
N 1.015 3.320 1.316
N 0.396 2.045 1.107
C -0.318 -4.467 0.199
C 5.416 1.226 -4.244
C 1.733 -0.603 4.886
C -5.235 1.655 -1.029
C 2.822 -2.541 1.220
C 3.012 1.231 -4.354
C -2.461 -4.221 -2.857
C -3.417 -2.433 -1.498
C -5.297 0.366 -3.076
C 5.214 -2.219 1.002
C -4.372 -2.058 -0.401
C 4.243 1.488 -4.941
C 3.025 2.779 0.030
C -3.346 -3.775 -1.889
C -2.555 -1.531 -2.127
C 2.655 1.031 6.375
C 5.347 0.710 -2.955
C 1.848 3.736 0.170
C 2.623 -1.167 1.446
C 3.764 -0.367 1.493
C 2.546 1.951 5.338
C -4.659 -0.374 -4.221
C -7.351 1.300 -2.171
C 1.056 3.769 -1.144
C 1.537 -3.693 -1.212
C -6.675 0.575 -3.137
C 2.938 0.705 -3.070
C -8.845 1.482 -2.231
C 1.691 -3.539 1.256
C 2.219 -0.273 6.137
C -4.515 2.295 0.128
C 2.054 1.535 4.114
C 5.036 -0.871 1.272
C -4.573 0.871 -1.989
C 3.233 1.438 7.695
C 4.102 -3.045 0.991
C -1.598 -3.316 -3.465
C 2.342 5.139 0.506
C 1.576 0.447 -2.458
C -1.648 -1.981 -3.094
C -6.608 1.854 -1.137
C 4.117 0.451 -2.372
H -4.121 3.274 -0.161
H 6.200 -2.622 0.813
H -3.849 -1.973 0.552
H -9.237 1.199 -3.208
H -0.897 -3.642 -4.224
H 1.030 -3.334 2.101
H 3.595 3.010 -0.871
H 1.369 -1.598 4.666
H -4.695 -1.456 -4.072
H 0.744 2.779 -1.478
H -9.125 2.519 -2.038
H 0.373 -2.552 0.011
H -4.853 -1.100 -0.578
H 2.677 1.748 -0.045
H -7.228 0.164 -3.977
H -3.613 -0.095 -4.343
H 2.084 1.438 -4.870
H 1.522 5.862 0.486
H 1.956 2.222 3.278
H 3.992 0.683 9.381
H 2.212 -1.025 6.912
H 0.814 -3.645 -2.023
H -0.312 1.917 1.833
H 5.891 -0.207 1.311
H 3.687 2.867 0.897
H 3.658 0.688 1.714
H -0.897 -4.185 1.075
H -4.014 -4.483 -1.409
H 0.080 -5.479 0.289
H 3.088 5.459 -0.222
H -0.948 -4.384 -0.685
H -3.690 1.679 0.487
H 4.043 0.054 -1.367
H 2.249 -2.877 -1.326
H -7.112 2.446 -0.379
H 6.378 1.426 -4.700
H -5.201 2.447 0.964
H -0.982 -1.263 -3.561
H -9.342 0.865 -1.479
H 6.258 0.509 -2.404
H 1.672 4.186 -1.942
H -5.144 -2.823 -0.301
H 0.293 4.026 1.448
H -0.098 1.983 0.214
H 0.167 4.398 -1.039
H 4.229 -4.108 0.815
H 2.044 -4.659 -1.201
H 2.793 5.154 1.500
H -2.443 -5.269 -3.133
H 2.079 -4.557 1.331
H 3.688 -0.489 8.189
H -5.187 -0.145 -5.148
H 2.853 2.975 5.491
H 4.289 1.896 -5.944
```

Computed properties:
HOMO energy (alpha / beta)	-3.64 / -3.63	eV
multiplicity	2
E_LUMO (alpha / beta)	0.74 / 0.73	eV
frontier orbital gap (alpha / beta)	4.375 / 4.357	eV
E	-106654.796	eV
relative energy (zero: lowest compared OMol25 entry of this formula, charge and spin)	0.000	eV
net charge	-1

Here are the Mulliken charges for atoms 1 to 2, given in e: 1.82, 0.76


No. 3
A cluster of 2 separate species, CH2N3O2P in total at a distorted geometry, computed with ωB97M-V/def2-TZVPD.

The geometry in XYZ format:
```
9
CH2N3O2P | the Open Molecules 2025 dataset | ωB97M-V/def2-TZVPD
P -1.401 -0.198 1.089
O -1.411 -1.796 -1.017
O -3.238 -1.796 0.163
N -2.127 -1.439 -0.061
N -3.548 2.350 -0.517
N 0.059 0.022 0.353
C -2.855 1.604 -0.039
H 0.559 0.816 0.233
H 0.049 -0.558 -0.533
```

Computed properties:
HOMO energy (alpha / beta)	-10.80 / -10.80	eV
E_LUMO (alpha / beta)	-2.30 / -2.30	eV
frontier orbital gap (alpha / beta)	8.504 / 8.505	eV
E	-18918.175	eV
relative energy (zero: lowest compared OMol25 entry of this formula, charge and spin)	1.989	eV

Here are the natural (NBO) charges for atoms 1 to 2, given in e: 1.21, -0.40


No. 4
A cluster of 5 separate species, C29H43BF13N3O11S2Si in total at a distorted geometry, computed with ωB97M-V/def2-TZVPD.

The geometry in XYZ format:
```
103
C29H43BF13N3O11S2Si | the Open Molecules 2025 dataset | ωB97M-V/def2-TZVPD
S -5.993 -0.406 -0.754
S -3.195 0.360 -0.108
Si 0.657 -0.018 -2.328
F -5.983 -4.284 -9.349
F 5.185 -8.261 2.971
F 3.254 8.123 7.158
F 3.892 -7.525 4.541
F 2.202 6.901 5.708
F 5.976 -6.929 4.483
F -6.740 -2.529 -10.362
F 0.109 -0.644 -6.364
F 1.013 2.474 1.128
F -4.695 -2.565 -9.651
F 1.581 8.944 6.058
F 0.526 1.816 3.128
F 2.498 1.453 2.318
O 0.252 8.076 8.230
O -0.103 -1.062 0.555
O 1.309 4.326 3.716
O 1.398 6.134 8.096
O 4.829 -5.927 1.689
O 0.105 -3.147 -0.109
O -7.125 -1.400 -7.956
O 3.981 -5.060 3.593
O -5.826 -3.005 -7.043
O 2.855 0.881 -0.578
O 3.101 4.024 2.371
N -3.153 -2.303 -3.897
N 3.464 -1.150 -1.762
N -3.909 -1.451 -1.997
C 4.560 -5.990 2.851
C -0.068 -2.016 -0.416
C 2.049 7.847 6.640
C 4.403 5.191 4.071
C 1.096 7.377 7.757
C 0.605 5.555 9.154
C -7.446 -3.089 -5.228
C 1.485 2.339 2.376
C 2.306 -3.973 2.188
C 3.659 5.300 2.760
C -0.321 -1.565 -1.809
C -3.674 -1.235 -3.334
C 0.800 0.119 -4.221
C 0.117 -0.976 -5.002
C 4.904 -7.210 3.730
C -6.125 -2.535 -5.713
C -3.042 -3.241 -2.913
C 2.951 -2.341 -2.453
C -3.508 -2.734 -1.721
C -5.949 -2.949 -9.381
C -4.430 -0.540 -1.033
C 1.951 3.698 2.929
C -0.703 5.015 8.621
C -6.397 -2.345 -8.034
C -2.842 1.728 -1.240
C -1.758 1.496 -2.284
C -0.320 1.499 -1.738
C 4.250 -1.570 -0.586
C 3.628 -3.839 2.910
B 2.502 -0.133 -1.490
H 2.865 6.044 2.810
H -1.983 0.583 -2.834
H -8.273 -2.729 -5.839
H 1.858 0.103 -4.478
H 0.448 6.296 9.937
H -0.521 4.301 7.818
H -2.529 2.541 -0.589
H 4.328 5.572 1.949
H -3.771 2.050 -1.703
H 4.433 -3.560 2.231
H -1.250 4.513 9.418
H 4.877 6.141 4.311
H -0.071 -2.389 -2.470
H 1.520 -4.278 2.879
H -2.636 -4.225 -3.051
H -3.565 -3.211 -0.763
H 4.718 -0.718 -0.112
H 5.041 -2.242 -0.909
H 2.666 0.578 0.318
H 0.410 1.083 -4.541
H 1.221 4.757 9.561
H -0.364 1.446 -0.651
H -3.886 -0.302 -3.822
H 0.191 2.419 -2.003
H -1.870 2.309 -3.000
H 0.447 -0.303 0.329
H -7.441 -4.178 -5.278
H 0.669 -1.909 -4.933
H 2.527 -2.080 -3.417
H -1.394 -1.408 -1.906
H -7.621 -2.786 -4.196
H 2.233 -2.904 -1.858
H 3.778 -3.018 -2.657
H -1.326 5.816 8.226
H -6.117 -1.445 -5.699
H -5.309 -2.876 -5.082
H 3.628 -2.121 0.121
H 3.570 -3.085 3.693
H 3.725 4.931 4.883
H 2.017 -3.023 1.743
H 2.362 -4.717 1.395
H 5.171 4.419 4.014
H -0.924 -1.119 -4.724
```

Computed properties:
SMILES	CN(C)B(O)[Si@](CCF)(CCCSC(=S)n1ccnc1)CC(=O)O.CCOC(=O)C(F)(F)F.CCOC(=O)C(F)(F)F.CCOC(=O)C(F)(F)F.CCOC(=O)C(F)(F)F
HOMO energy	-9.29	eV
E_LUMO	-1.55	eV
frontier orbital gap	7.746	eV
E	-123317.870	eV

Here are the Mulliken charges for atoms 1 to 2, given in e: -0.13, -0.01


No. 5
An isolated molecule of C8H7N3O at a distorted geometry, computed with ωB97M-V/def2-TZVPD.

The geometry in XYZ format:
```
19
C8H7N3O | the Open Molecules 2025 dataset | ωB97M-V/def2-TZVPD
O -0.943 -2.381 -1.484
N -2.630 -0.729 -1.844
N -3.097 0.467 -1.373
N -1.188 -0.291 -0.378
C 0.313 1.223 0.829
C 0.975 -1.054 0.311
C 1.645 1.467 1.339
C -1.450 -1.297 -1.301
C 2.615 0.543 1.178
C 0.025 -0.021 0.292
C -2.125 0.759 -0.515
C 2.339 -0.761 0.688
H -2.039 1.696 -0.025
H 0.542 -2.129 0.054
H -0.467 1.956 0.992
H -3.358 -1.225 -2.440
H 3.166 -1.523 0.531
H 1.990 2.391 1.736
H 3.687 0.907 1.412
```

Computed properties:
SMILES	O=c1[nH]ncn1-c1ccccc1
HOMO energy	-8.88	eV
E_LUMO	0.67	eV
frontier orbital gap	9.553	eV
E	-14926.133	eV
relative energy (zero: lowest compared OMol25 entry of this formula, charge and spin)	1.977	eV

Here are the natural (NBO) charges for atoms 1 to 2, given in e: -0.61, -0.46